13
Properties=species:S:1:pos:R:3:mulliken_charge:R:1 method="wB97M-V/def2-TZVPD" lumo_ev=3.707 gap_ev=6.76 charge=-1 energy_ev=-25365.327 max_force_ev_per_a=1.65 relative_energy_ev=0.246
S 0.43311 -2.68553 -0.08921 -0.45
H 1.07885 -1.49833 -0.57845 0.15
H 1.44544 -3.54973 -0.34453 0.07
C -0.79931 0.52081 0.52817 -0.25
C -0.36197 0.48590 -0.93447 -0.80
S 1.43734 0.25170 -1.08902 -0.60
N -0.02664 1.41659 1.40498 -0.68
H -0.66416 -0.51753 0.96473 0.09
H -1.85067 0.77286 0.63934 0.35
H -0.60582 1.46568 -1.40797 0.29
H -0.88981 -0.29548 -1.45246 0.35
H -0.18080 2.40139 1.12421 0.22
H 0.98445 1.23168 1.23468 0.25



11
Properties=species:S:1:pos:R:3:mulliken_charge:R:1 method="wB97M-V/def2-TZVPD" lumo_ev=-0.412 smiles="C1=CNN=CN=N1" gap_ev=8.62 energy_ev=-9131.644 max_force_ev_per_a=4.74 relative_energy_ev=5.214
C 1.39700 0.18065 -0.17156 -0.23
C 0.32321 0.99134 -0.14028 -0.01
N -0.75181 0.70673 0.74922 -0.29
N -1.57602 -0.15924 -0.07220 -0.36
C -1.00719 -1.20213 -0.30424 0.06
N 0.15905 -1.66878 0.48067 -0.25
N 1.32828 -1.05903 0.41057 -0.20
H 2.39977 0.57289 -0.56777 0.34
H 0.56066 2.03031 -0.43200 0.26
H -1.33475 1.56272 0.94309 0.31
H -1.49822 -1.95547 -0.89549 0.38



133
Properties=species:S:1:pos:R:3:mulliken_charge:R:1 method="wB97M-V/def2-TZVPD" lumo_ev=-0.835 gap_ev=5.41 energy_ev=-125407.331 max_force_ev_per_a=0.91
Rb 0.33247 -0.08785 0.47021 0.82
C -4.09455 -0.09973 2.46326 -0.82
C -4.12049 1.02188 1.64824 -0.24
C -3.60928 0.91814 0.36614 -0.90
C -3.10305 -0.31042 -0.04821 -0.40
N -3.05110 -1.38334 0.73748 0.32
C -3.53054 -1.26641 1.97341 -0.23
C -2.69864 -0.45738 -1.46836 0.54
C -3.45136 -1.27470 -2.31006 -0.27
C -3.17566 -1.24459 -3.66629 -1.19
C -2.15014 -0.43264 -4.12915 -0.67
C -1.41051 0.29347 -3.20152 0.69
N -1.68780 0.28388 -1.90017 0.25
C -0.25778 1.13306 -3.60765 -0.06
C -0.35633 2.02725 -4.66932 -0.69
C 0.74830 2.79772 -4.99228 -0.69
C 1.91242 2.63809 -4.25695 -0.88
C 1.90956 1.72460 -3.21266 -0.50
N 0.85319 0.98993 -2.88762 0.78
H -4.52002 -0.07728 3.45659 0.46
H -4.53272 1.95864 1.99686 0.40
H -3.61783 1.75918 -0.31172 0.43
H -3.47953 -2.16367 2.58081 0.50
H -4.23341 -1.90001 -1.90231 0.52
H -3.76263 -1.83837 -4.35518 0.45
H -1.90438 -0.38050 -5.18088 0.50
H -1.28748 2.12780 -5.20957 0.58
H 0.70296 3.51052 -5.80472 0.43
H 2.79776 3.21717 -4.47922 0.50
H 2.79565 1.56860 -2.60590 0.32
C -0.08431 -2.92161 -3.51833 -0.72
C 0.02484 -2.70646 -2.15263 -0.40
N 1.10938 -2.16765 -1.61364 1.34
C 2.08613 -1.79822 -2.43908 -0.28
C 1.93128 -1.94297 -3.81982 -0.19
N 0.86450 -2.51618 -4.35438 -0.71
C 3.32052 -1.22579 -1.86068 -0.63
C 4.54694 -1.45208 -2.47514 -0.95
C 5.70183 -0.91589 -1.91133 0.58
C 5.55042 -0.15835 -0.75523 -0.90
C 4.27847 0.06202 -0.22800 -0.28
N 3.18922 -0.47962 -0.76943 1.67
C 4.05645 0.98006 0.90694 0.26
C 5.06849 1.55370 1.65826 -0.78
N 4.83334 2.51984 2.54938 -0.68
C 3.57951 2.89000 2.72185 -0.37
C 2.54095 2.25289 2.03196 -0.25
N 2.77634 1.33211 1.12099 0.82
C 7.02682 -1.10345 -2.54325 0.92
C 8.08104 -0.22735 -2.28600 -0.60
C 9.30054 -0.43014 -2.91026 -0.39
N 9.52745 -1.40787 -3.77941 -0.62
C 8.52576 -2.24275 -4.02808 -0.47
C 7.27667 -2.14429 -3.43659 -0.40
H -0.93509 -3.42875 -3.95611 0.49
H -0.78089 -2.97976 -1.47717 -0.23
H 2.67537 -1.57759 -4.51816 0.58
H 4.59249 -2.05243 -3.37142 0.43
H 6.41533 0.25786 -0.26357 0.31
H 6.10667 1.25955 1.55915 0.46
H 3.38380 3.70858 3.39977 0.50
H 1.50902 2.52720 2.17989 0.19
H 7.95951 0.62047 -1.62796 0.37
H 10.13840 0.22851 -2.71336 0.38
H 8.74063 -3.02769 -4.74425 0.38
H 6.51840 -2.87749 -3.67248 0.40
C 0.57107 4.13023 -0.81560 -0.84
N 0.74121 4.55315 0.55023 0.55
C 1.74282 5.37301 1.02845 -0.24
C 1.56785 5.45648 2.36414 -1.09
N 0.47630 4.70181 2.73127 0.31
B 0.04327 4.61333 4.26945 0.03
N -0.84132 3.38325 4.63745 0.17
C -2.21724 3.47000 4.65421 -0.60
C -2.73311 2.30156 5.07096 -0.55
N -1.66436 1.46550 5.32345 0.33
C -1.74288 0.08887 5.72001 -1.43
C -0.50453 2.13602 5.04603 -0.11
S 1.00758 1.41870 5.27915 -0.47
C -0.02322 4.13884 1.60808 -0.78
S -1.33043 3.08481 1.44012 -0.01
H 1.54509 4.07514 -1.30119 0.40
H -0.06752 4.82238 -1.36857 0.27
H 0.09480 3.15026 -0.82190 0.11
H 2.48184 5.80780 0.38014 0.49
H 2.12086 6.01565 3.09702 0.58
H 1.05545 4.57728 4.91104 -0.10
H -0.63843 5.58093 4.48262 -0.20
H -2.71476 4.37519 4.36044 0.50
H -3.74850 1.98735 5.22717 0.54
H -2.61176 -0.07247 6.35790 0.32
H -0.83652 -0.16717 6.26401 0.38
H -1.81943 -0.56622 4.84500 0.55
C 1.31588 -3.36321 4.86032 -1.04
Si 0.10862 -4.43483 3.86657 0.45
C -1.66328 -3.98565 4.38731 -0.55
C 0.40585 -6.22646 4.42636 -1.04
Sb 0.35357 -3.73239 1.39302 -1.19
Si -1.06476 -5.63759 0.37558 0.77
C -2.78011 -4.87397 0.09240 -0.63
C -0.38789 -6.23797 -1.29658 -0.86
C -1.33157 -7.23417 1.36888 -1.24
Si 2.74593 -4.63512 1.06742 0.58
C 3.88068 -3.22215 1.60897 -0.62
C 3.08784 -4.99226 -0.76542 -0.43
C 3.27560 -6.20135 2.00330 -1.22
H 1.06970 -3.35322 5.92331 0.38
H 1.31327 -2.32931 4.51179 0.32
H 2.33578 -3.73813 4.75840 0.28
H -1.83260 -4.18214 5.44703 0.47
H -2.39393 -4.56223 3.81664 0.30
H -1.85677 -2.92794 4.20809 -0.26
H 0.41286 -6.28073 5.51635 0.41
H 1.36594 -6.59962 4.07076 0.23
H -0.36630 -6.90513 4.06533 0.30
H -2.71603 -3.87257 -0.33547 -0.21
H -3.31414 -4.77667 1.03951 0.33
H -3.39069 -5.48999 -0.57076 0.41
H 0.07262 -5.43412 -1.87036 -0.01
H -1.18564 -6.66586 -1.90581 0.45
H 0.36412 -7.01348 -1.14516 0.34
H -1.88079 -7.05002 2.29283 0.29
H -0.38223 -7.70352 1.63051 0.28
H -1.90611 -7.95377 0.78282 0.43
H 3.59976 -2.29718 1.10344 -0.22
H 4.92650 -3.42850 1.37270 0.39
H 3.81216 -3.04126 2.68290 0.40
H 3.21734 -4.06364 -1.32186 -0.26
H 2.26945 -5.54441 -1.22533 0.09
H 3.99515 -5.58664 -0.88324 0.53
H 3.36125 -6.01737 3.07465 0.32
H 4.25201 -6.53635 1.64950 0.43
H 2.57102 -7.02112 1.85620 0.30



10
Properties=species:S:1:pos:R:3:mulliken_charge:R:1 method="wB97M-V/def2-TZVPD" lumo_ev=0.744 smiles="C#CCOC=O" gap_ev=10.68 energy_ev=-8303.561 max_force_ev_per_a=2.00 relative_energy_ev=3.516
C -0.29672 1.06184 1.24362 -0.14
C -0.13739 -0.13177 1.05878 -0.29
C -0.48429 -1.17511 0.06674 -0.16
O -0.43766 -0.40354 -1.15482 -0.31
C 0.58801 0.47228 -0.95445 0.06
O 1.60735 0.17153 -0.37374 -0.44
H 0.13065 2.04132 1.21614 0.34
H -1.51743 -1.44207 0.27695 0.26
H 0.14238 -2.06813 -0.02604 0.25
H 0.40511 1.47365 -1.35319 0.43